{"formula": "C2H4FPS", "method": "ωB97M-V/def2-TZVPD", "symbols": ["C", "C", "F", "P", "S", "H", "H", "H", "H"], "positions_angstrom": [[-0.9960, -1.2745, 1.0446], [0.8169, 0.7672, -1.1350], [-1.0167, -2.5391, 1.2272], [-1.5975, 0.0471, 1.7742], [1.1864, -0.9163, -0.6317], [0.0769, 0.7154, -1.8671], [1.8697, 1.0899, -1.3760], [0.4212, 1.0829, -0.1037], [-0.7609, 1.0276, 1.0675]], "homo_energy_ev": [-8.58, -8.58], "lumo_energy_ha": [-0.0537, -0.0537], "spin_multiplicity": 1, "orbital_gap_ev": [7.12, 7.12], "e_above_lowest_kj_mol": 357.57}

***

{"formula": "C42H37AsClN2O6PReS", "method": "ωB97M-V/def2-TZVPD", "symbols": ["Re", "O", "Cl", "O", "O", "O", "C", "C", "C", "C", "C", "C", "C", "S", "O", "O", "N", "C", "C", "C", "C", "C", "C", "C", "C", "N", "C", "H", "H", "H", "H", "H", "H", "H", "H", "H", "H", "H", "H", "H", "C", "C", "As", "C", "C", "C", "C", "C", "C", "C", "C", "C", "C", "C", "C", "P", "C", "C", "C", "C", "C", "C", "C", "C", "C", "C", "C", "C", "H", "H", "H", "H", "H", "H", "H", "H", "H", "H", "H", "H", "H", "H", "H", "H", "H", "H", "H", "H", "H", "H", "H", "H"], "positions_angstrom": [[0.4162, -0.0970, -0.4984], [-2.8936, -0.4930, 1.1110], [-1.9707, -1.2725, 0.4041], [-2.2635, -2.6323, 0.3083], [-0.5612, -1.0854, 1.0284], [-1.6475, -0.6676, -0.9378], [5.8786, -0.4596, -6.3678], [4.6190, -0.5507, -5.5628], [4.6602, -0.8575, -4.1993], [3.5017, -0.9402, -3.4560], [2.2816, -0.7049, -4.0849], [2.2050, -0.4073, -5.4480], [3.3795, -0.3382, -6.1708], [0.8165, -0.7422, -3.1998], [-0.3059, -0.8338, -4.0597], [0.9392, -1.6409, -2.0182], [0.6978, 0.6551, -2.2230], [0.0280, 1.8715, -2.5463], [-0.1037, 2.4481, -3.7751], [-0.8012, 3.6754, -3.8830], [-1.3449, 4.2791, -2.7841], [-1.2270, 3.6817, -1.5005], [-1.8079, 4.1952, -0.3216], [-1.6750, 3.5082, 0.8565], [-0.9530, 2.3093, 0.8814], [-0.3789, 1.8109, -0.2053], [-0.5273, 2.4757, -1.3987], [6.7404, -0.8149, -5.8075], [6.0648, 0.5756, -6.6592], [5.7930, -1.0436, -7.2841], [5.6139, -1.0539, -3.7263], [3.5292, -1.2307, -2.4155], [1.2479, -0.2689, -5.9311], [3.3350, -0.1319, -7.2325], [0.3131, 1.9816, -4.6575], [-0.9051, 4.1329, -4.8566], [-1.8833, 5.2128, -2.8788], [-2.3652, 5.1226, -0.3606], [-2.1212, 3.8671, 1.7723], [-0.8298, 1.7469, 1.7977], [3.8683, 0.3949, 0.1555], [5.1336, 0.0654, 0.9364], [6.6586, 1.0283, 0.0751], [7.8771, 0.9402, 1.5922], [8.6160, 2.0566, 1.9717], [9.5352, 1.9672, 3.0074], [9.7208, 0.7648, 3.6746], [8.9939, -0.3541, 3.2942], [8.0780, -0.2678, 2.2551], [5.9027, 2.8023, 0.3828], [5.7018, 3.6381, -0.7114], [5.1122, 4.8885, -0.5505], [4.7155, 5.3087, 0.7082], [4.9147, 4.4822, 1.8104], [5.5059, 3.2403, 1.6469], [2.3673, -0.2977, 0.9138], [2.5214, -2.0722, 1.1440], [3.3461, -2.7781, 0.2642], [3.4258, -4.1582, 0.3367], [2.6750, -4.8435, 1.2823], [1.8445, -4.1509, 2.1524], [1.7606, -2.7693, 2.0839], [2.2398, 0.5639, 2.4878], [2.6194, -0.0193, 3.6958], [2.6429, 0.7461, 4.8529], [2.3099, 2.0920, 4.8070], [1.9687, 2.6868, 3.5991], [1.9356, 1.9255, 2.4426], [3.9359, 0.1094, -0.8952], [3.6866, 1.4747, 0.1719], [5.3446, -1.0029, 0.9271], [5.0563, 0.3898, 1.9742], [8.4813, 3.0040, 1.4633], [10.1069, 2.8400, 3.2935], [10.4347, 0.6985, 4.4845], [9.1440, -1.2971, 3.8033], [7.5337, -1.1592, 1.9625], [6.0196, 3.3192, -1.6978], [4.9800, 5.5386, -1.4056], [4.2738, 6.2881, 0.8382], [4.6299, 4.8204, 2.7986], [5.6858, 2.6182, 2.5176], [3.9524, -2.2547, -0.4655], [4.0767, -4.6978, -0.3375], [2.7403, -5.9215, 1.3432], [1.2608, -4.6869, 2.8882], [1.0939, -2.2456, 2.7564], [2.9149, -1.0590, 3.7405], [2.9332, 0.2888, 5.7889], [2.3330, 2.6833, 5.7126], [1.7422, 3.7440, 3.5563], [1.7119, 2.4073, 1.4977]], "homo_energy_ev": [-12.55, -12.55], "total_charge": 2, "lumo_energy_ha": [-0.2894, -0.2725], "spin_multiplicity": 2, "orbital_gap_ev": [4.67, 5.14], "e_above_lowest_kj_mol": 0.00}

***

{"formula": "C4H6O2", "method": "ωB97M-V/def2-TZVPD", "symbols": ["C", "O", "C", "C", "O", "C", "H", "H", "H", "H", "H", "H"], "positions_angstrom": [[-1.4969, -0.1263, 0.1551], [-0.7870, 0.5540, -0.8682], [0.5652, 0.7972, -0.5743], [1.1985, -0.4096, 0.0758], [0.4762, -0.7944, 1.2774], [-0.8210, -0.7006, 1.3688], [-2.3215, 0.5039, 0.5120], [-1.9723, -1.0139, -0.2965], [1.0589, 1.0009, -1.5307], [0.6931, 1.6799, 0.0724], [2.2224, -0.2161, 0.4010], [1.1845, -1.2749, -0.5927]], "homo_energy_ev": -8.42, "lumo_energy_ha": 0.0311, "spin_multiplicity": 1, "orbital_gap_ev": 9.27, "e_above_lowest_kj_mol": 358.94}

***

{"formula": "C10H27ClErIOP2S", "method": "ωB97M-V/def2-TZVPD", "symbols": ["C", "C", "H", "H", "H", "O", "I", "Er", "P", "C", "C", "H", "H", "H", "H", "H", "H", "C", "H", "H", "H", "P", "C", "C", "H", "H", "H", "C", "H", "H", "H", "H", "H", "H", "Cl", "C", "S", "C", "H", "H", "H", "H", "H", "H"], "positions_angstrom": [[-0.0672, 1.4116, -4.6726], [-0.1353, 1.5892, -3.2649], [-0.0472, 2.3926, -5.1828], [-0.9442, 0.8354, -4.9807], [0.8177, 0.8052, -4.9075], [-0.1164, 2.0042, -2.1765], [0.7642, -3.2773, -2.3669], [0.0678, -1.2641, -0.6278], [2.4717, -0.0172, -0.3275], [3.0407, 1.2682, 0.8236], [3.1488, -1.5623, 0.4213], [4.1461, -1.7069, -0.0121], [4.5321, -0.2310, -1.5971], [2.5418, -2.4551, 0.1920], [3.0795, -0.2806, -2.6490], [2.5596, 1.1708, 1.8015], [3.2141, -1.4613, 1.5105], [3.5423, 0.2089, -1.7825], [4.1277, 1.2161, 0.9596], [3.6408, 1.2881, -1.9697], [2.7771, 2.2429, 0.4037], [-2.4437, -0.0947, -0.2874], [-2.8434, 1.2985, 0.8347], [-3.5263, 0.2103, -1.7151], [-2.7771, -2.4487, 0.3418], [-4.3231, -1.5431, 0.1958], [-3.2648, -1.3430, 1.6564], [-3.2892, -1.4972, 0.5661], [-3.0668, -0.2630, -2.6010], [-4.5131, -0.2399, -1.5160], [-3.9142, 1.3027, 1.0918], [-2.5815, 2.2366, 0.3192], [-3.6165, 1.3005, -1.8563], [-2.2478, 1.2149, 1.7585], [-0.3155, -3.1136, 0.9634], [-0.3727, -1.4100, 3.7015], [0.3930, -0.5022, 2.3444], [0.2866, 1.1345, 3.0709], [-0.8689, -2.2820, 3.2831], [-1.1010, -0.7479, 4.1935], [0.4102, -1.7351, 4.4065], [0.1757, 1.8481, 2.2438], [-0.5648, 1.1574, 3.7420], [1.2032, 1.3394, 3.6681]], "homo_energy_ev": [-14.30, -14.32], "total_charge": 2, "lumo_energy_ha": [-0.3443, -0.3443], "spin_multiplicity": 4, "orbital_gap_ev": [4.93, 4.95], "e_above_lowest_kj_mol": 124.13}

***

Repeat the third record exactly.
{"formula": "C4H6O2", "method": "ωB97M-V/def2-TZVPD", "symbols": ["C", "O", "C", "C", "O", "C", "H", "H", "H", "H", "H", "H"], "positions_angstrom": [[-1.4969, -0.1263, 0.1551], [-0.7870, 0.5540, -0.8682], [0.5652, 0.7972, -0.5743], [1.1985, -0.4096, 0.0758], [0.4762, -0.7944, 1.2774], [-0.8210, -0.7006, 1.3688], [-2.3215, 0.5039, 0.5120], [-1.9723, -1.0139, -0.2965], [1.0589, 1.0009, -1.5307], [0.6931, 1.6799, 0.0724], [2.2224, -0.2161, 0.4010], [1.1845, -1.2749, -0.5927]], "homo_energy_ev": -8.42, "lumo_energy_ha": 0.0311, "spin_multiplicity": 1, "orbital_gap_ev": 9.27, "e_above_lowest_kj_mol": 358.94}

***

Please write out number 4 again, unchanged.
{"formula": "C10H27ClErIOP2S", "method": "ωB97M-V/def2-TZVPD", "symbols": ["C", "C", "H", "H", "H", "O", "I", "Er", "P", "C", "C", "H", "H", "H", "H", "H", "H", "C", "H", "H", "H", "P", "C", "C", "H", "H", "H", "C", "H", "H", "H", "H", "H", "H", "Cl", "C", "S", "C", "H", "H", "H", "H", "H", "H"], "positions_angstrom": [[-0.0672, 1.4116, -4.6726], [-0.1353, 1.5892, -3.2649], [-0.0472, 2.3926, -5.1828], [-0.9442, 0.8354, -4.9807], [0.8177, 0.8052, -4.9075], [-0.1164, 2.0042, -2.1765], [0.7642, -3.2773, -2.3669], [0.0678, -1.2641, -0.6278], [2.4717, -0.0172, -0.3275], [3.0407, 1.2682, 0.8236], [3.1488, -1.5623, 0.4213], [4.1461, -1.7069, -0.0121], [4.5321, -0.2310, -1.5971], [2.5418, -2.4551, 0.1920], [3.0795, -0.2806, -2.6490], [2.5596, 1.1708, 1.8015], [3.2141, -1.4613, 1.5105], [3.5423, 0.2089, -1.7825], [4.1277, 1.2161, 0.9596], [3.6408, 1.2881, -1.9697], [2.7771, 2.2429, 0.4037], [-2.4437, -0.0947, -0.2874], [-2.8434, 1.2985, 0.8347], [-3.5263, 0.2103, -1.7151], [-2.7771, -2.4487, 0.3418], [-4.3231, -1.5431, 0.1958], [-3.2648, -1.3430, 1.6564], [-3.2892, -1.4972, 0.5661], [-3.0668, -0.2630, -2.6010], [-4.5131, -0.2399, -1.5160], [-3.9142, 1.3027, 1.0918], [-2.5815, 2.2366, 0.3192], [-3.6165, 1.3005, -1.8563], [-2.2478, 1.2149, 1.7585], [-0.3155, -3.1136, 0.9634], [-0.3727, -1.4100, 3.7015], [0.3930, -0.5022, 2.3444], [0.2866, 1.1345, 3.0709], [-0.8689, -2.2820, 3.2831], [-1.1010, -0.7479, 4.1935], [0.4102, -1.7351, 4.4065], [0.1757, 1.8481, 2.2438], [-0.5648, 1.1574, 3.7420], [1.2032, 1.3394, 3.6681]], "homo_energy_ev": [-14.30, -14.32], "total_charge": 2, "lumo_energy_ha": [-0.3443, -0.3443], "spin_multiplicity": 4, "orbital_gap_ev": [4.93, 4.95], "e_above_lowest_kj_mol": 124.13}